Record 1
68
Properties=species:S:1:pos:R:3 method="wB97M-V/def2-TZVPD" lumo_energy_ev="-8.06 / -11.58" homo_lumo_gap_ha="0.2467 / 0.1757" largest_force_ha_per_bohr=0.070 multiplicity=8 charge=+3 relative_energy_kcal_mol=136.1 homo_ev="-14.774 / -16.357"
Gd -1.330 0.310 0.196
P 0.223 2.093 1.163
P -1.040 1.397 -2.060
P -0.841 -1.111 2.223
H 0.358 -1.117 -1.779
C -0.171 -1.423 -0.875
C -1.589 -1.626 -0.924
H -2.139 -1.440 -1.847
C 1.976 1.864 0.941
C -0.086 3.734 0.534
C 0.046 2.354 2.918
C -1.600 0.365 -3.401
C -1.884 2.920 -2.336
C 0.679 1.711 -2.482
C -1.336 -2.810 2.010
C -1.646 -0.622 3.716
C 0.900 -1.243 2.622
H 0.438 -2.036 -0.208
H -2.062 -2.361 -0.274
H 2.464 2.723 1.414
H 2.252 1.824 -0.116
H 2.325 0.941 1.414
H 0.587 4.385 1.098
H -1.123 4.042 0.714
H 0.129 3.834 -0.531
H 0.696 3.206 3.142
H 0.366 1.496 3.512
H -0.987 2.605 3.186
H -1.422 0.966 -4.294
H -2.670 0.143 -3.312
H -1.052 -0.578 -3.476
H -1.401 3.370 -3.205
H -1.846 3.617 -1.492
H -2.933 2.712 -2.568
H 0.667 2.012 -3.534
H 1.302 0.816 -2.359
H 1.103 2.517 -1.879
H -1.069 -3.283 2.956
H -0.812 -3.305 1.188
H -2.416 -2.899 1.842
H -1.272 -1.307 4.478
H -2.731 -0.733 3.625
H -1.427 0.410 4.005
H 0.956 -1.985 3.425
H 1.315 -0.296 2.972
H 1.486 -1.584 1.759
C 4.647 -2.236 -1.401
C 3.473 -2.792 -1.949
C 3.522 -4.002 -2.642
C 4.736 -4.679 -2.802
C 5.908 -4.134 -2.261
C 5.869 -2.928 -1.568
Se 4.683 -0.595 -0.440
H 3.189 -0.355 -0.589
H 2.526 -2.270 -1.829
H 2.606 -4.417 -3.059
H 4.770 -5.624 -3.344
H 6.857 -4.653 -2.379
H 6.782 -2.507 -1.148
N -5.323 1.187 1.653
C -5.008 2.494 1.263
C -3.770 2.475 0.777
N -3.292 1.149 0.856
C -4.275 0.425 1.393
H -6.222 0.896 2.065
H -5.682 3.327 1.356
H -3.170 3.276 0.368
H -4.212 -0.645 1.580

=====

Record 2
83
Properties=species:S:1:pos:R:3 method="wB97M-V/def2-TZVPD" lumo_energy_ev=-4.02 homo_lumo_gap_ha=0.2430 largest_force_ha_per_bohr=0.035 charge=+1 homo_ev=-10.638
C 3.852 2.778 2.739
C 2.751 2.452 3.038
C 1.352 2.132 3.269
C 0.681 1.567 2.047
C 0.144 0.284 1.996
P 0.247 -0.741 3.531
P 2.298 -1.463 3.388
O 3.191 -0.446 3.937
O 2.680 -1.680 1.848
O 2.373 -2.833 4.170
C -0.482 -0.168 0.817
P -1.276 -1.809 0.500
N -2.829 -1.604 0.438
N -0.555 0.589 -0.255
N -0.030 1.783 -0.199
C -0.124 2.535 -1.474
C 1.205 2.500 -2.244
C 1.380 1.230 -3.077
S 1.934 -0.195 -2.139
C 3.670 0.053 -1.942
S 4.455 1.243 -2.732
N 4.188 -0.866 -1.041
C 4.260 -2.234 -1.591
C 5.539 -2.514 -2.342
O 6.634 -2.304 -1.457
C 6.702 -0.917 -1.180
C 5.465 -0.479 -0.414
C 0.561 2.343 0.862
S 1.193 3.977 0.786
H 4.837 2.956 2.395
H 0.791 3.012 3.568
H 1.301 1.442 4.103
H -0.593 -1.852 3.366
H 2.263 -2.469 1.472
H 3.287 -2.976 4.458
H -0.811 -2.704 1.474
H -0.733 -2.265 -0.712
H -3.093 -1.884 -0.503
H -0.485 3.538 -1.304
H -0.867 2.032 -2.082
H 1.193 3.344 -2.925
H 2.017 2.574 -1.528
H 0.415 0.938 -3.484
H 2.026 1.408 -3.927
H 3.390 -2.475 -2.193
H 4.247 -2.920 -0.743
H 5.664 -1.871 -3.215
H 5.587 -3.555 -2.638
H 7.559 -0.764 -0.533
H 6.827 -0.353 -2.101
H 5.488 0.577 -0.180
H 5.499 -1.008 0.538
H 0.150 4.691 1.291
C -4.673 5.362 2.603
C -4.713 3.898 2.144
C -3.364 3.590 1.480
S -2.171 4.688 2.254
O -1.665 5.605 1.255
O -1.264 3.913 3.070
C -3.330 5.545 3.305
H -5.501 5.600 3.267
H -4.734 6.025 1.738
H -4.853 3.248 3.009
H -5.536 3.711 1.458
H -3.053 2.559 1.640
H -3.376 3.814 0.414
H -3.026 6.584 3.407
H -3.316 5.052 4.277
C -5.307 -5.518 -2.449
C -4.420 -5.826 -3.662
C -3.543 -4.593 -3.913
S -3.341 -3.791 -2.318
O -3.978 -2.497 -2.356
O -1.973 -3.937 -1.865
C -4.380 -4.918 -1.397
H -5.806 -6.410 -2.075
H -6.075 -4.793 -2.725
H -3.789 -6.689 -3.442
H -5.010 -6.070 -4.543
H -2.562 -4.857 -4.300
H -4.025 -3.880 -4.579
H -4.901 -4.369 -0.616
H -3.733 -5.677 -0.957

=====

Record 3
29
Properties=species:S:1:pos:R:3 method="wB97M-V/def2-TZVPD" lumo_energy_ev="4.57 / 4.49" homo_lumo_gap_ha="0.0901 / 0.2224" largest_force_ha_per_bohr=0.143 multiplicity=6 charge=-2 relative_energy_kcal_mol=3.7 homo_ev="2.122 / -1.559"
C -1.045 -2.198 1.659
I -2.635 0.401 0.372
H -0.748 -3.194 2.093
H -1.692 -2.363 0.781
H -1.640 -1.667 2.407
C -0.512 -2.047 -3.705
C -0.200 -1.344 -1.572
N -0.613 -0.975 -2.816
H 0.205 -4.109 -3.307
I 2.545 0.189 -0.774
N 0.179 -2.656 -1.696
H -0.789 -1.958 -4.748
Ru -0.004 0.012 -0.024
C 0.177 -1.429 1.373
O 1.260 -1.594 1.930
C -0.026 -3.092 -3.003
C 0.799 -3.470 -0.697
H 1.280 -4.330 -1.176
H 0.059 -3.844 0.037
H 1.571 -2.885 -0.174
C -0.942 0.354 -3.232
H -1.698 0.324 -4.032
H -0.039 0.871 -3.619
H -1.345 0.911 -2.378
O 2.155 2.898 0.933
S 1.459 2.187 1.915
O 1.062 2.999 2.941
O -0.029 1.709 1.149
O 2.204 0.949 2.419

=====

Record 4
76
Properties=species:S:1:pos:R:3 method="wB97M-V/def2-TZVPD" lumo_energy_ev="2.43 / 2.43" homo_lumo_gap_ha="0.1839 / 0.1827" largest_force_ha_per_bohr=0.067 multiplicity=3 charge=-1 relative_energy_kcal_mol=0.0 homo_ev="-2.572 / -2.537"
Pr -0.254 0.905 0.536
Cl -2.865 0.755 0.222
P 0.050 0.413 -2.484
C 0.072 0.854 2.773
H 1.145 0.974 3.004
H -0.632 1.276 3.497
C 1.489 -0.527 -3.253
C 0.111 2.234 -2.925
C 2.847 0.059 -2.817
H 1.371 -1.513 -2.760
C 3.992 -0.867 -3.240
H 2.984 1.047 -3.286
H 2.885 0.228 -1.730
C 3.969 -1.196 -4.735
H 4.946 -0.402 -2.969
H 3.907 -1.800 -2.668
C 2.592 -1.678 -5.202
H 4.256 -0.306 -5.310
H 4.720 -1.964 -4.955
C 1.453 -0.743 -4.768
H 2.575 -1.777 -6.292
H 2.402 -2.675 -4.780
H 1.568 0.226 -5.276
H 0.487 -1.160 -5.085
C -1.556 -0.300 -3.122
C 0.681 2.504 -4.316
H -0.953 2.533 -2.925
C 0.533 3.992 -4.654
H 1.742 2.213 -4.344
H 0.159 1.902 -5.075
C 1.192 4.899 -3.607
H 0.962 4.184 -5.644
H -0.539 4.225 -4.709
C 0.753 4.577 -2.180
H 2.282 4.791 -3.677
H 0.961 5.946 -3.833
C 0.824 3.078 -1.845
H 1.365 5.136 -1.462
H -0.285 4.904 -2.032
H 1.877 2.766 -1.751
H 0.358 2.969 -0.841
C -1.602 -1.837 -3.010
H -2.273 0.094 -2.373
C -2.988 -2.373 -3.396
H -0.838 -2.289 -3.661
H -1.362 -2.141 -1.979
C -3.474 -1.824 -4.743
H -2.952 -3.467 -3.442
H -3.703 -2.107 -2.606
C -3.359 -0.300 -4.866
H -2.877 -2.284 -5.541
H -4.515 -2.123 -4.911
C -1.967 0.225 -4.497
H -3.603 0.011 -5.888
H -4.086 0.179 -4.194
H -1.232 -0.079 -5.258
H -1.984 1.324 -4.497
C 0.133 -1.377 1.355
C -0.185 -0.694 2.608
H 1.119 -1.094 0.895
C -1.608 -1.080 3.131
H 0.534 -1.121 3.317
C -1.593 -2.574 3.455
H -1.789 -0.470 4.024
H -2.368 -0.807 2.377
C -1.301 -3.377 2.196
H -0.800 -2.773 4.187
H -2.542 -2.875 3.910
C -0.094 -2.849 1.382
H -1.138 -4.430 2.467
H -2.202 -3.362 1.571
H 0.807 -3.295 1.834
H -0.158 -3.226 0.352
O 3.836 1.015 1.528
N 2.633 1.052 1.401
O 2.146 1.124 0.184